1.
The following is a DFT calculation (ωB97M-V with the def2-TZVPD basis set) of a 4-piece molecular cluster, C21H38NO14PS3 overall.

Geometry as XYZ:
```
78
Properties=species:S:1:pos:R:3:mulliken_charge:R:1
C 5.5738 3.9783 2.2787 -1.4765
C 4.7946 2.7038 1.9171 0.3333
O 5.2129 2.1433 0.6864 -0.4660
C 3.2501 2.9813 2.0022 -0.8810
N 2.4739 2.2127 1.0328 0.0021
C 1.1399 1.8530 1.5341 -0.8783
C 0.2863 3.1451 1.5558 -0.3185
O -1.1147 2.8501 1.7715 -0.2639
C -1.9565 3.7539 1.3257 1.1089
C -3.2987 3.7289 1.4431 0.0257
P -4.3347 2.4955 2.2763 0.9373
O -5.1600 3.2037 3.2677 -0.7352
O -3.3771 1.4966 3.0721 -0.4587
O -5.2870 1.7007 1.2689 -0.4062
C -3.8713 4.9382 0.7493 -0.1414
O -4.9119 5.5040 0.8487 -0.4676
O -2.8343 5.3016 -0.1615 -0.2686
C -1.6952 5.0743 0.5688 0.3296
O -0.7266 5.7761 0.5792 -0.4975
H 6.6526 3.8455 2.1691 0.3652
H 5.4071 4.1530 3.3526 0.3872
H 5.2193 4.8557 1.7266 0.3728
H 5.0286 1.9635 2.6898 0.2947
H 5.1356 2.8024 -0.0128 0.2956
H 3.1311 4.0737 1.8905 0.2557
H 2.9151 2.6870 3.0025 0.3551
H 2.3809 2.7278 0.1670 0.1535
H 0.7267 1.1716 0.7807 0.2856
H 1.2221 1.3999 2.5211 0.3571
H 0.6306 3.7325 2.4134 0.1840
H 0.4994 3.6745 0.6270 0.4318
H -3.7553 1.4719 3.9650 0.3402
H -5.5444 2.2460 0.5146 0.3301
O -7.0858 0.3308 1.4022 -0.6343
S -7.0642 -0.4407 2.6143 1.3123
O -6.2427 -0.0634 3.7377 -0.6752
C -8.7466 -0.6829 3.1726 -0.7990
C -9.1961 -1.9612 2.4725 -0.5558
C -8.0145 -2.9334 2.5779 -0.6172
C -6.7472 -2.1592 2.1958 -0.7219
H -9.3463 0.1866 2.9138 0.3915
H -8.7218 -0.8134 4.2546 0.3634
H -10.0978 -2.3692 2.9276 0.3556
H -9.4118 -1.7549 1.4215 0.2813
H -7.9306 -3.2927 3.6059 0.2948
H -8.1498 -3.8045 1.9375 0.3189
H -5.8770 -2.5059 2.7481 0.3813
H -6.5519 -2.2109 1.1261 0.3633
O 4.9716 2.2868 -2.6777 -0.7754
S 4.3332 1.0776 -2.2042 1.3400
O 4.3192 0.7410 -0.8097 -0.5625
C 2.6605 1.0298 -2.8451 -0.6867
C 2.7871 0.3241 -4.1907 -0.9834
C 3.7441 -0.8491 -3.9572 -0.0589
C 4.9443 -0.3131 -3.1644 -0.8456
H 2.2679 2.0422 -2.9251 0.4961
H 2.0586 0.4457 -2.1484 0.3098
H 1.8183 -0.0118 -4.5587 0.3904
H 3.2117 1.0067 -4.9313 0.3493
H 3.2353 -1.6213 -3.3791 -0.1866
H 4.0643 -1.3009 -4.8965 0.5039
H 5.3503 -1.0593 -2.4853 0.3467
H 5.7298 0.0530 -3.8244 0.3810
O 2.5959 -4.7471 -5.0886 -0.6700
S 2.6243 -4.5861 -3.6576 1.2215
O 2.0063 -3.4584 -3.0044 -0.6665
C 2.0287 -6.0929 -2.9023 -0.7192
C 3.2782 -6.9533 -2.7421 -0.6071
C 4.3748 -6.0082 -2.2345 -0.7623
C 4.3240 -4.7410 -3.0969 -0.3476
H 1.2700 -6.5459 -3.5364 0.4052
H 1.6028 -5.8321 -1.9335 0.3369
H 3.1071 -7.7805 -2.0546 0.3556
H 3.5695 -7.3717 -3.7083 0.2996
H 4.1793 -5.7515 -1.1912 0.3157
H 5.3594 -6.4720 -2.2776 0.3561
H 4.5954 -3.8532 -2.5297 0.1121
H 4.9592 -4.8283 -3.9767 0.4061
```

Values from the calculation:
* gap between HOMO and LUMO: 8.34 eV
* HOMO level: -8.68 eV
* multiplicity: 1
* structure (SMILES): C[C@H](O)CNCCOC1=C(P(=O)(O)O)C(=O)OC1=O.O=S1(=O)CCCC1.O=S1(=O)CCCC1.O=S1(=O)CCCC1
* LUMO energy: -0.341 eV


2.
The following is a DFT calculation (ωB97M-V with the def2-TZVPD basis set) of C21H39BeNP2 as an isolated structure.

Geometry as XYZ:
```
64
Properties=species:S:1:pos:R:3:mulliken_charge:R:1
P -0.3951 0.1047 -2.6226 1.9076
P -0.3909 -1.6015 0.0770 0.6487
C -1.4301 -1.5882 -2.5546 -1.3186
C -1.2886 -2.4341 -1.3020 -0.9089
H -1.1378 -2.1861 -3.4378 0.4561
H -2.5207 -1.3983 -2.7137 0.3664
H -2.2893 -2.6900 -0.9053 0.3285
H -0.7647 -3.3806 -1.4767 0.5970
C 1.3524 -1.9709 -0.1728 -1.1532
H 1.8254 -2.1620 0.8091 0.5019
H 1.8237 -1.0991 -0.6569 -0.2053
H 1.3589 -2.8789 -0.8094 0.4067
C -0.5857 -3.1610 1.1665 -1.4785
H 0.0204 -3.9867 0.7530 0.5512
H -1.5979 -3.5437 1.2780 0.3863
H -0.2127 -2.9878 2.1890 0.3437
C 0.1997 -0.0403 -4.3935 -1.3353
H 0.2313 0.9317 -4.9290 0.3097
H -0.3617 -0.8632 -4.9062 0.3940
H 1.2627 -0.3277 -4.3076 0.3746
C -2.0722 0.9799 -2.5195 -1.1480
H -2.6029 0.6989 -1.5920 0.0814
H -2.6925 0.6286 -3.3684 0.5075
H -1.9555 2.0694 -2.5451 0.4302
Be 1.2810 1.0576 -1.9477 -0.2179
C -0.7271 -1.1410 3.7702 -0.9362
C -0.0641 -0.4665 2.7862 -0.8248
C -0.4669 0.8012 2.1154 0.9214
C -1.8965 1.2127 1.7619 -1.1423
C -2.6753 0.1553 1.0535 -0.4823
C -2.9634 -1.0932 1.4745 -0.7766
C -3.1626 -1.5517 2.8963 -0.9576
C -2.1916 -1.0843 4.0326 -0.7087
C 2.4459 1.7077 -3.1758 -1.4177
H -0.1696 -1.7596 4.5015 0.3747
H 0.8774 -0.9007 2.4357 0.7800
H 0.1153 0.8138 1.1780 -0.9585
H -0.0439 1.5781 2.7500 0.6931
H -2.3800 1.7050 2.6070 0.4486
H -1.8050 2.0268 1.0082 0.4362
H -3.1556 0.5352 0.1487 0.8981
H -3.2155 -1.8478 0.7082 0.5874
H -3.1657 -2.6459 2.8675 0.3295
H -4.1884 -1.2233 3.1567 0.3415
H -2.5423 -0.1040 4.3875 0.3781
H -2.4059 -1.8004 4.8359 0.4191
H 3.0724 2.5347 -2.7893 0.3358
H 2.1063 2.0740 -4.1681 0.3752
H 3.1724 0.9206 -3.4303 0.3805
C 4.3581 0.2580 -0.0666 -1.3707
C 3.2443 1.1745 0.2303 0.6753
C 3.3384 2.0305 1.3651 -0.7289
C 2.3615 3.0189 1.2236 -1.1393
C 1.6154 2.6776 0.0722 0.8536
C 0.4640 3.4797 -0.4052 -1.0933
N 2.1236 1.5112 -0.5065 0.1835
H 4.1310 -0.8063 0.0225 0.2283
H 5.1182 0.4954 0.6846 0.4145
H 4.8369 0.4553 -1.0441 0.2098
H 4.1251 1.9332 2.1137 0.4207
H 2.1944 3.9467 1.7983 0.4041
H 0.1936 4.1602 0.4252 0.4039
H 0.7169 4.1287 -1.2620 0.2445
H -0.4488 2.9192 -0.6747 -0.0264
```

Values from the calculation:
* gap between HOMO and LUMO: 6.46 eV
* HOMO level: -6.47 eV
* multiplicity: 1
* energy relative to the best compared isomer or geometry (same formula, charge and spin): 0.000 eV
* LUMO energy: -0.007 eV


3.
The following is a DFT calculation (ωB97M-V with the def2-TZVPD basis set) of C21H39Cl2N2O6ReSSi as an isolated structure.

Geometry as XYZ:
```
73
Properties=species:S:1:pos:R:3:mulliken_charge:R:1
Re 1.0988 -0.6525 -0.9956 2.2106
O 3.7258 0.4462 1.6747 -0.6276
C 3.4504 0.1682 0.5322 0.0695
O 2.7603 -0.8693 0.1881 -0.8011
C 3.9068 1.0995 -0.6339 0.0243
C 3.9051 0.3741 -1.9919 0.0730
C 4.6292 1.2159 -3.0497 -1.0118
C 3.6149 2.3536 -3.2768 -0.8682
C 2.4687 1.9208 -2.3441 0.0093
O 2.5414 0.4918 -2.4187 -0.7127
C 2.8603 2.2171 -0.8843 -0.0089
C 1.6582 2.1191 0.1071 -0.0100
O 1.4785 2.9888 0.9228 -0.6768
O 0.8988 1.0849 -0.0100 -0.7977
H 4.8831 1.4972 -0.3549 0.5820
H 4.2017 -0.6750 -1.9417 0.6208
H 4.7634 0.6247 -3.9527 0.3769
H 5.6053 1.5601 -2.7146 0.4003
H 3.2717 2.3807 -4.3117 0.3511
H 4.0087 3.3334 -3.0139 0.3753
H 1.4804 2.2597 -2.6478 0.2551
H 3.2713 3.2179 -0.7545 0.6014
Cl 0.5989 -3.3537 -4.8657 -0.1193
C 0.0729 -3.0901 -3.2046 0.2818
Cl 1.4600 -2.6283 -2.1840 -0.1423
H -0.3369 -4.0162 -2.8048 0.4578
H -0.6324 -2.2559 -3.1659 -0.3747
C 0.6871 -1.9805 5.2556 -0.9657
C 0.5550 -0.5621 5.7953 -0.6344
C -0.1256 0.3993 4.8214 -0.4410
C 0.7135 0.7264 3.5770 -1.0086
N 0.6419 -0.3029 2.5512 0.1936
C -0.4116 -0.5625 1.8103 0.1257
S -0.2707 -1.8389 0.6079 -0.4551
N -1.5740 0.0395 1.9646 0.0773
C -2.7840 -0.3456 1.2664 -0.7358
C -3.5122 -1.4752 2.0028 -0.2056
C -4.7177 -1.9919 1.2170 -0.6973
C -4.3167 -2.8581 0.0291 -0.8825
H 1.0487 -2.6415 6.0389 0.4104
H 1.3902 -2.0280 4.4284 0.1847
H -0.2766 -2.3573 4.9170 0.2120
H 1.5391 -0.1755 6.0606 0.3222
H -0.0425 -0.5893 6.7076 0.3727
H -0.3203 1.3388 5.3396 0.3982
H -1.0873 -0.0301 4.5330 0.2304
H 1.7630 0.8260 3.8542 0.5763
H 0.3998 1.6809 3.1398 0.3339
H 1.5117 -0.7612 2.2969 0.3902
H -1.6472 0.7768 2.6539 0.3968
H -2.5019 -0.6770 0.2650 -0.2927
H -3.4288 0.5304 1.1882 0.5564
H -3.8427 -1.1149 2.9793 0.3471
H -2.8102 -2.2961 2.1605 0.2658
H -5.3201 -1.1485 0.8759 0.3466
H -5.3359 -2.5875 1.8894 0.3451
H -3.7230 -2.3006 -0.6904 0.0700
H -5.2032 -3.2271 -0.4795 0.3828
H -3.7337 -3.7122 0.3654 0.2968
C -0.9963 1.0932 -4.6046 -1.2025
Si -1.4262 0.9159 -2.7458 0.5495
C -3.2466 0.3246 -2.6106 -1.2036
C -1.3054 2.5710 -1.7709 -1.0855
O -0.4696 -0.2094 -2.1357 -0.2060
H -1.7882 1.6254 -5.1195 0.4003
H -0.9060 0.1137 -5.0648 0.3142
H -0.0671 1.6242 -4.7760 0.3027
H -3.8656 0.9600 -3.2332 0.4443
H -3.6210 0.3848 -1.5939 0.2335
H -3.3638 -0.6953 -2.9569 0.3224
H -2.2390 3.1188 -1.8427 0.5827
H -0.5153 3.2136 -2.1492 0.3795
H -1.1005 2.3904 -0.7207 0.1139
```

Values from the calculation:
* total charge: +1
* gap between HOMO and LUMO (alpha / beta): 8.45 / 7.76 eV
* HOMO level (alpha / beta): -11.89 / -12.42 eV
* multiplicity: 4
* energy relative to the best compared isomer or geometry (same formula, charge and spin): 0.781 eV
* LUMO energy (alpha / beta): -3.437 / -4.663 eV


Q: Which value of multiplicity does entry 1 give?
A: 1